1.
The following is a DFT calculation (ωB97M-V/def2-TZVPD) of C30H44CuN4P2Si as an isolated structure in a non-equilibrium geometry.

The HOMO energy (alpha / beta) is -5.5 / -8.2 eV. The value obtained for the frontier orbital gap (alpha / beta) is 4.973 / 7.811 eV. Its net charge is 0. As for the expectation value of S²: 0.754. The spin multiplicity is 2.

Last column: Mulliken charge in e.
CARTESIAN COORDINATES (ANGSTROEM)
Cu -0.432 -1.693 -1.576  -1.407
P 1.073 -1.126 -2.911  0.779
P -1.908 -0.846 -2.787  0.990
Si -0.731 -0.724 6.349  0.190
N -2.117 0.920 -2.564  0.482
N 1.935 -2.424 -3.738  0.378
N -3.577 -1.118 -3.105  0.271
N 2.516 -0.075 -2.711  0.514
C -0.466 2.435 3.317  -1.089
C -0.711 1.128 6.708  -0.618
C -2.061 2.970 -1.602  -0.778
C -1.178 -0.751 -4.481  -1.381
C 1.344 0.120 1.632  0.274
C 0.145 1.019 1.286  0.077
C 1.807 3.245 2.343  -0.917
C 0.716 3.340 3.438  -0.577
C 3.418 0.039 -1.648  -0.439
C 2.732 2.080 2.529  -0.434
C -2.108 1.879 -3.578  -0.195
C 3.104 0.565 -3.808  -0.198
C 2.524 0.782 2.279  -0.545
C 4.524 0.782 -2.055  -0.688
C -4.343 -0.330 -3.992  -0.308
C -5.350 -2.349 -3.773  -0.596
C 3.051 -3.604 -5.329  -0.613
C -2.026 3.135 -3.017  -0.953
C -0.684 1.425 2.460  -0.284
C 2.445 -2.389 -5.039  -0.087
C 0.270 -0.252 -4.317  -1.024
C 0.788 -1.132 5.316  -0.373
C 2.986 -4.396 -4.140  -0.552
C 4.319 1.120 -3.430  -0.751
C 2.321 -3.647 -3.179  -0.487
C -2.137 1.599 -1.346  -0.944
C -0.727 -1.683 7.968  -0.980
C -4.237 -2.352 -2.958  -0.277
C -2.282 -1.161 5.375  -0.835
C -5.410 -1.075 -4.428  -0.558
H -0.782 1.722 5.785  -0.057
H 3.469 -3.897 -6.289  0.423
H 0.339 4.381 3.455  0.415
H -6.042 -3.165 -3.919  0.410
H 3.202 -0.433 -0.694  0.452
H 0.220 1.415 7.218  0.289
H 0.472 1.873 0.682  0.326
H 2.595 0.620 -4.759  0.336
H 2.419 4.159 2.429  0.441
H -1.587 0.821 2.612  0.437
H -4.059 0.692 -4.224  0.383
H -2.195 1.611 -4.622  0.418
H -2.019 3.749 -0.864  0.482
H 3.733 2.363 2.877  0.350
H -1.770 -0.141 -5.176  0.448
H 1.704 -0.340 0.694  -0.325
H -1.904 4.043 -3.587  0.437
H 0.731 -2.166 4.948  0.342
H 1.165 3.160 4.437  0.304
H -1.635 -1.480 8.554  0.285
H -3.177 -1.018 5.997  0.316
H 2.072 -3.870 -2.149  0.328
H 4.962 1.703 -4.078  0.435
H -0.497 0.414 0.636  -0.436
H -3.849 -3.071 -2.245  0.334
H 0.263 0.828 -4.096  0.553
H 1.352 3.260 1.345  0.278
H -1.250 2.665 4.053  0.808
H 0.995 -0.739 2.240  0.319
H 2.331 -1.510 -5.662  0.185
H -6.126 -0.742 -5.173  0.434
H 0.830 -0.379 -5.249  0.611
H -2.379 -0.522 4.488  0.174
H 3.355 0.084 2.467  0.414
H -2.252 1.066 -0.420  0.921
H -1.550 1.408 7.362  0.357
H -1.208 -1.782 -4.862  0.537
H 0.895 -0.461 4.451  -0.283
H 3.377 -5.405 -4.021  0.400
H -0.682 -2.764 7.776  0.289
H -2.270 -2.207 5.038  0.309
H 0.142 -1.411 8.582  0.284
H 1.694 -1.036 5.932  0.349
H 5.384 1.047 -1.450  0.422

---

2.
The following is a DFT calculation (ωB97M-V/def2-TZVPD) of C30H44IrN6OTe as an isolated structure.

The HOMO energy (alpha / beta) is -18.3 / -18.9 eV. The value obtained for the frontier orbital gap (alpha / beta) is 8.862 / 5.373 eV. Its net charge is +4. As for the expectation value of S²: 8.795. The energy relative to the best compared isomer or geometry (same formula, charge and spin) is 28.67 kcal per mole. The spin multiplicity is 6.

Last column: Mulliken charge in e.
CARTESIAN COORDINATES (ANGSTROEM)
Ir 0.106 0.803 0.288  0.934
Te -1.731 -3.015 -1.571  0.649
O 1.344 -0.598 -2.411  -0.562
N -1.335 1.720 1.845  -0.482
N 3.146 -1.634 -3.413  0.470
N 0.108 2.341 -1.067  0.178
N 1.540 1.738 1.796  -0.354
N 0.008 -0.641 1.880  -0.247
N 1.695 -0.295 -4.648  0.169
C 0.591 0.653 -4.759  -0.960
C 2.127 0.591 2.524  -0.858
C 3.919 -2.007 -4.591  -0.512
C -2.706 -5.867 -1.257  -0.083
C -1.372 -0.691 2.483  -0.536
C 0.116 4.763 -2.493  0.991
C -1.077 4.153 -2.088  -0.830
C -4.968 -6.558 -1.686  -0.372
C -3.662 -6.854 -1.276  -0.730
C 2.249 -5.801 -1.777  -0.574
C 1.262 2.904 -1.484  -0.334
C 0.274 -4.894 -2.820  -0.221
C 1.301 4.088 -2.184  -1.051
C 0.806 2.757 2.590  -0.780
C -1.046 2.968 -1.394  -0.313
C 1.979 -0.802 -3.436  0.497
C -0.591 2.305 2.993  -0.717
C 2.408 -0.594 -5.903  -0.580
C 3.069 -1.949 -5.838  -0.683
C -2.199 0.571 2.181  -0.781
C 1.077 -0.431 2.932  -0.440
C 0.862 -4.258 -0.557  -0.212
C -3.071 -4.554 -1.628  0.618
C 0.112 6.069 -3.213  -1.406
C 3.601 -2.136 -2.145  -0.726
C -5.331 -5.259 -2.060  -0.684
C 1.402 -5.703 -2.876  -0.677
C 0.011 -4.174 -1.655  -0.044
C 1.980 -5.081 -0.618  -0.893
C -4.395 -4.254 -2.027  -0.515
H 0.299 0.996 -3.772  0.187
H 3.144 0.200 -6.070  0.325
H 2.323 -2.746 -5.829  0.304
H 3.032 -1.683 -1.343  0.115
H 1.370 3.029 3.485  0.441
H 0.586 -0.129 3.851  0.314
H -1.913 2.441 1.424  0.414
H -1.131 3.163 3.396  0.556
H 1.678 -0.535 -6.708  0.445
H 2.258 4.496 -2.481  0.450
H -5.708 -7.347 -1.717  0.441
H 2.304 2.217 1.329  0.329
H 1.600 -6.284 -3.768  0.516
H -1.275 -0.856 3.554  0.409
H -0.402 -4.855 -3.665  0.558
H -4.672 -3.248 -2.318  0.348
H -3.408 -7.862 -0.975  0.431
H 4.765 -1.304 -4.647  0.323
H -6.344 -5.051 -2.376  0.430
H 0.737 3.648 1.965  0.396
H 2.621 -5.189 0.247  0.461
H 0.180 -1.551 1.468  0.099
H -1.895 -1.558 2.082  0.431
H 2.668 0.918 3.415  0.390
H -1.693 -6.096 -0.956  0.465
H -0.353 6.835 -2.589  0.370
H 4.340 -2.995 -4.400  0.447
H 0.635 -3.735 0.365  0.501
H -0.560 1.569 3.794  0.256
H 3.459 -3.224 -2.137  0.261
H -2.854 0.789 3.027  0.387
H 2.853 0.137 1.849  0.443
H 3.698 -2.095 -6.715  0.382
H -2.032 4.608 -2.315  0.520
H 4.673 -1.939 -2.054  0.419
H -0.489 6.001 -4.122  0.383
H 3.106 -6.461 -1.815  0.486
H 1.564 -1.382 3.145  0.481
H 2.169 2.370 -1.234  0.535
H 1.114 6.395 -3.475  0.386
H 0.910 1.486 -5.385  0.396
H -2.836 0.398 1.313  0.446
H -0.256 0.167 -5.247  0.391
H -1.962 2.478 -1.090  0.581

---

3.
The following is a DFT calculation (ωB97M-V/def2-TZVPD) of C30H44N5O3S2W as an isolated structure.

The HOMO energy (alpha / beta) is -16.0 / -16.0 eV. The value obtained for the frontier orbital gap (alpha / beta) is 6.323 / 6.869 eV. Its net charge is +3. As for the expectation value of S²: 2.015. The energy relative to the best compared isomer or geometry (same formula, charge and spin) is 18.46 kcal per mole. The spin multiplicity is 3.

Last column: Mulliken charge in e.
CARTESIAN COORDINATES (ANGSTROEM)
W -0.476 -0.731 -0.580  1.038
S -1.610 1.225 0.322  -0.287
S -1.209 -2.296 3.610  -0.298
O 0.212 -2.510 -1.678  -0.880
O 0.017 0.488 -2.258  -1.041
O 1.805 -0.821 -0.803  -0.442
N -3.173 2.926 -1.021  -0.077
N -0.364 -1.284 1.429  0.705
N 1.594 1.986 -2.910  0.167
N -3.693 0.703 -1.279  0.178
N 1.659 -4.241 -1.832  0.114
C 3.004 2.419 -3.027  -0.888
C -4.019 -4.031 0.204  -0.904
C 3.617 2.002 1.729  -1.857
C 0.457 -0.730 2.427  -1.056
C 0.714 -5.071 -2.599  -0.954
C -4.904 0.926 -2.087  -0.875
C -2.991 4.560 0.848  -1.102
C -2.929 1.654 -0.775  0.898
C -1.283 -2.096 1.934  0.777
C 1.237 0.842 -2.405  0.250
C 2.298 -0.140 -1.976  -0.410
C -3.832 -3.558 -1.090  -0.869
C 1.482 0.199 2.244  0.655
C 3.360 1.631 3.193  1.880
C 2.211 0.638 3.333  -0.362
C -2.234 -2.639 0.973  0.305
C 3.023 2.910 3.973  -1.622
C -6.122 1.279 -1.243  -0.952
C 0.138 -1.198 3.695  0.759
C -3.214 -3.578 1.244  -0.581
C 2.305 -2.162 -0.667  -1.517
C -2.043 -2.128 -0.323  0.111
C 4.639 0.996 3.764  -1.632
C 0.581 2.924 -3.427  -1.069
C 1.339 -3.041 -1.441  1.073
C 0.851 -0.761 4.810  -1.303
C 2.945 -4.882 -1.516  -0.975
C 1.872 0.138 4.609  -0.376
C -2.432 4.086 -0.484  -0.653
C -2.843 -2.615 -1.356  -0.090
H 0.784 3.117 -4.479  0.405
H -4.449 -3.935 -1.896  0.544
H 3.243 0.330 -1.728  0.642
H -1.387 3.800 -0.390  0.289
H -4.029 4.882 0.749  0.370
H 2.428 0.481 5.473  0.499
H 0.607 -1.106 5.807  0.457
H 2.754 2.512 1.285  0.354
H 3.571 1.759 -3.680  0.394
H 4.466 2.684 1.677  0.534
H 0.354 -5.885 -1.971  0.351
H -6.383 0.459 -0.574  0.338
H 4.565 0.830 4.839  0.369
H 1.241 -5.490 -3.455  0.372
H 3.473 2.480 -2.047  0.324
H -2.939 3.772 1.601  0.307
H 2.442 -0.847 -2.798  0.360
H -2.697 -2.268 -2.374  0.682
H 3.329 -2.209 -1.027  0.826
H 4.853 0.036 3.286  0.351
H 2.127 3.391 3.574  0.333
H 3.504 -4.324 -0.771  0.379
H -5.958 2.172 -0.634  0.291
H 3.865 1.116 1.133  0.257
H 2.286 -2.400 0.396  0.492
H -4.032 3.143 -1.508  0.235
H -6.974 1.468 -1.894  0.376
H -2.503 4.871 -1.234  0.451
H 3.010 3.411 -3.467  0.368
H -0.122 -4.470 -2.937  0.281
H 2.745 -5.874 -1.116  0.373
H -5.074 0.002 -2.636  0.367
H -4.785 -4.769 0.403  0.470
H 1.682 0.580 1.253  0.250
H -0.409 2.500 -3.320  0.276
H -4.690 1.694 -2.832  0.463
H 3.541 -4.987 -2.421  0.341
H -3.514 -0.237 -0.955  -0.231
H -3.352 -3.958 2.251  0.513
H 3.852 3.617 3.902  0.448
H 2.855 2.704 5.031  0.387
H 0.654 3.861 -2.876  0.420
H 5.490 1.659 3.595  0.464
H -2.412 5.413 1.203  0.385

---

4.
The following is a DFT calculation (ωB97M-V/def2-TZVPD) of C30H45AsN5O2Pd as an isolated structure.

The HOMO energy is -3.1 eV. The value obtained for the frontier orbital gap is 5.782 eV. Its net charge is -1. The energy relative to the best compared isomer or geometry (same formula, charge and spin) is 26.33 kcal per mole.

Last column: Mulliken charge in e.
CARTESIAN COORDINATES (ANGSTROEM)
Pd 0.162 -0.207 -0.001  -0.490
As -1.209 0.506 2.888  1.424
O 3.823 1.298 -0.488  -0.324
O 2.138 0.559 -1.726  -0.557
N 0.491 2.596 -0.879  -0.535
N -2.527 0.274 -0.381  -0.175
N 1.896 2.569 -0.686  -0.036
N -0.564 -3.191 -0.269  -0.511
N 0.405 0.201 2.144  1.342
C -1.008 4.793 3.336  -0.641
C -0.595 3.488 3.073  0.490
C -3.753 1.635 4.152  -1.659
C 3.126 0.569 4.673  -0.930
C 2.569 1.415 -0.989  0.578
C -1.041 0.002 5.960  1.511
C -1.139 -0.478 4.635  0.358
C 2.712 -0.392 2.118  -0.762
C -2.666 -1.531 -2.040  -0.678
C 0.776 3.311 2.480  -0.541
C -0.628 -3.052 -1.719  -1.048
C -2.659 6.512 4.143  -1.592
C -1.051 -0.896 7.019  -0.892
C 1.863 0.628 4.107  -0.101
C -1.121 -3.211 8.007  -1.606
C 4.216 2.101 0.620  -0.634
C -1.250 -2.542 3.089  -1.202
C -1.162 -1.722 -2.245  1.087
C -3.097 -0.118 -1.659  -0.866
C 4.204 0.032 3.977  -0.734
C -3.106 4.030 4.130  -0.851
C 1.598 0.143 2.806  0.272
C -2.736 2.714 3.873  0.127
C -0.876 1.454 6.332  -1.645
C -1.454 2.421 3.377  0.331
C -1.204 -2.731 5.536  -0.965
C 3.969 -0.443 2.690  -0.557
C -1.207 -1.866 4.440  -0.790
C -1.134 -2.270 6.833  0.760
C -2.248 5.090 3.876  0.507
H -1.424 -1.873 2.248  -0.580
H -2.029 -3.309 3.087  0.634
H 0.817 2.448 1.818  -1.106
H -0.297 -3.033 2.886  0.396
H 4.784 -0.866 2.109  0.461
H 5.220 1.776 0.879  0.212
H 0.146 1.750 -0.362  0.103
H 1.519 3.144 3.264  0.324
H -0.964 -0.504 8.028  0.359
H -1.805 2.016 6.235  0.276
H -0.325 5.605 3.101  0.418
H 3.561 1.920 1.475  0.093
H -4.628 2.064 4.643  0.391
H -0.129 -2.342 0.133  0.203
H -1.251 -3.800 5.352  0.334
H 0.344 2.403 -1.866  0.358
H -0.552 1.524 7.371  0.402
H 4.243 3.163 0.358  0.428
H -3.365 0.841 4.793  0.255
H -0.906 -1.630 -3.305  0.404
H 5.191 -0.014 4.420  0.366
H 0.375 -3.216 -2.120  0.350
H 2.175 3.086 0.130  0.346
H -2.729 1.232 -0.124  0.160
H -4.094 4.228 4.535  0.239
H 1.064 1.087 4.672  0.389
H -3.614 6.554 4.666  0.351
H -0.197 -3.113 8.582  0.313
H 3.265 0.960 5.675  0.417
H -2.764 7.078 3.215  0.316
H -1.949 -3.009 8.690  0.330
H 2.542 -0.767 1.107  0.383
H -1.202 -4.247 7.681  0.350
H -2.839 -0.313 0.384  0.046
H 1.053 4.216 1.935  0.603
H -1.918 7.030 4.755  0.349
H -3.027 -2.215 -1.261  0.239
H -0.637 -0.890 -1.732  -0.857
H -1.250 -3.871 -2.102  0.434
H -4.080 1.149 3.230  0.312
H -3.207 -1.811 -2.951  0.357
H -0.145 1.969 5.711  0.337
H -2.745 0.586 -2.420  0.376
H -1.502 -3.212 0.120  0.273
H -4.198 -0.078 -1.676  0.389

---

Let's list E_tot in order: -108876.40586, -52903.57014, -68891.68566, -107704.37659 eV.